{
  "formula": "C2H3O3S",
  "method": "ωB97M-V/def2-TZVPD",
  "elements": ["C", "C", "O", "O", "O", "S", "H", "H", "H"],
  "positions_angstrom": [[-0.059706, 0.246466, 0.493820], [-0.384897, 0.154049, -0.790279], [-2.786153, 0.248935, -0.060391], [-2.400018, 0.149049, -2.462450], [-1.825104, 2.315932, -1.356606], [-2.017656, 0.725813, -1.179080], [0.864400, 0.070391, 1.031087], [-0.898161, 0.755226, 0.973898], [0.211390, -0.095380, -1.666762]],
  "forces_ev_per_angstrom": [[-0.698, 0.775, -0.478], [0.841, 0.145, -0.193], [-0.913, 0.412, 0.806], [0.262, -0.302, 0.206], [-0.675, -5.031, 1.199], [0.564, 4.927, -2.497], [0.051, -0.167, -0.394], [0.490, -0.513, 0.996], [0.077, -0.245, 0.355]],
  "mulliken_charge": [-0.55, -0.27, -0.65, -0.67, -0.70, 1.02, 0.28, 0.20, 0.33],
  "e_homo_ev": -4.61,
  "orbital_gap_ev": 8.71,
  "charge": -1,
  "lumo_ev": 4.09,
  "spin_multiplicity": 1,
  "relative_energy_ev": 1.7377,
  "total_energy_ha": -701.93097
}